DFT (ωB97M-V with the def2-TZVPD basis set) results for C35H39GaN5O4 as an isolated structure at a distorted geometry.

Calculated values
HOMO-LUMO gap (hartree): 0.271
Max |F| (eV/A): 3.21
Energy relative to the best compared isomer or geometry (same formula, charge and spin) (kcal/mol): 29.33

ORCA input file:
```
! RIJCOSX wB97M-V def2-TZVPD def2/J DEFGRID3
* xyz 1 1
Ga -18.08948 -12.02214 -2.61900
C -21.49404 -10.99805 -5.74432
N -21.27746 -12.36460 -5.29739
C -22.36631 -13.27145 -5.52601
C -20.24297 -12.70113 -4.50526
N -19.39511 -11.83534 -4.01453
N -20.12019 -14.02884 -4.18943
C -19.12170 -14.62372 -3.46394
N -19.07151 -15.96042 -3.48889
N -18.27861 -13.91353 -2.78347
H -21.96357 -11.08183 -6.73828
H -20.53553 -10.47285 -5.85401
H -22.18174 -10.43894 -5.07401
H -23.10970 -12.70825 -6.08606
H -22.82407 -13.61269 -4.56822
H -22.05320 -14.14033 -6.12070
H -19.59041 -10.88940 -4.32192
H -20.69999 -14.64212 -4.74291
H -19.63456 -16.54719 -4.07647
H -18.31958 -16.42513 -2.98847
H -17.66591 -14.44489 -2.18384
C -17.38479 -8.07607 2.48365
C -17.76767 -9.49773 2.13462
C -18.12923 -10.25866 3.37176
O -18.86571 -9.55801 1.18215
C -18.50554 -10.35870 0.05366
C -17.22062 -11.03971 0.52260
O -16.67495 -10.12735 1.45399
C -16.11372 -11.67451 -0.43911
O -16.79835 -12.54972 -1.35201
C -15.19137 -10.71676 -1.19803
C -14.68982 -11.08835 -2.45071
C -13.72329 -10.33618 -3.11416
C -13.23565 -9.15914 -2.55177
C -13.75330 -8.75149 -1.33134
C -14.68541 -9.53077 -0.64594
C -15.27848 -12.60458 0.48645
C -15.81662 -13.82295 0.90367
C -15.06068 -14.75787 1.62368
C -13.76834 -14.45427 2.03196
C -13.23222 -13.21863 1.68284
C -13.97758 -12.31082 0.93572
C -18.60134 -9.50483 -1.28467
O -17.95005 -10.17360 -2.36619
C -17.98551 -8.10742 -1.17381
C -18.63571 -7.08329 -0.44777
C -18.17216 -5.77723 -0.43541
C -17.04786 -5.40830 -1.17100
C -16.41001 -6.37519 -1.92576
C -16.90945 -7.69129 -1.96911
C -20.09184 -9.29768 -1.58965
C -20.39966 -8.62947 -2.78638
C -21.71369 -8.40553 -3.21788
C -22.76870 -8.86182 -2.43094
C -22.48687 -9.47743 -1.20678
C -21.17807 -9.63959 -0.76178
H -18.27616 -7.49889 2.77683
H -16.86897 -7.55198 1.67667
H -16.70367 -8.08266 3.35353
H -18.97171 -9.75641 3.88655
H -17.27071 -10.26276 4.06616
H -18.40828 -11.30846 3.16392
H -19.36634 -11.05143 -0.06669
H -17.49515 -11.93809 1.13248
H -15.04419 -12.01072 -2.91939
H -13.36644 -10.67793 -4.08477
H -12.47338 -8.57826 -3.06035
H -13.43657 -7.80885 -0.88706
H -15.01403 -9.19965 0.33545
H -16.82309 -14.09364 0.58748
H -15.49736 -15.73355 1.82716
H -13.19712 -15.14323 2.62599
H -12.21242 -12.97056 1.99122
H -13.49241 -11.37893 0.68649
H -19.53641 -7.28643 0.12030
H -18.69482 -5.03150 0.17113
H -16.69254 -4.38140 -1.14003
H -15.49985 -6.13865 -2.47714
H -16.38921 -8.39518 -2.61207
H -19.57388 -8.24870 -3.38903
H -21.89373 -7.81111 -4.10933
H -23.79422 -8.66540 -2.71571
H -23.29531 -9.79260 -0.55287
H -21.04041 -10.01739 0.24489
*
```

=====

DFT (ωB97M-V with the def2-TZVPD basis set) results for C35H39N5O8PSTi as an isolated structure.

Calculated values
HOMO-LUMO gap (hartree): 0.240
Max |F| (eV/A): 0.48
Energy relative to the best compared isomer or geometry (same formula, charge and spin) (kcal/mol): 2.13

ORCA input file:
```
! RIJCOSX wB97M-V def2-TZVPD def2/J DEFGRID3
* xyz 1 1
Ti -0.15426 0.48843 -0.33894
O 4.41530 -3.72603 0.69509
C 3.67563 -3.98674 1.67343
O 3.61244 -4.91483 2.46776
C 2.56593 -2.93022 1.70742
C 1.24547 -3.26537 1.47082
C 0.32232 -2.29419 1.10722
N 0.66063 -0.98920 1.06486
C 1.91378 -0.64515 1.46300
C 2.87799 -1.57518 1.76679
C 2.27106 0.78965 1.40781
C 3.33522 1.31713 2.12902
C 3.65500 2.65291 1.97517
C 2.89724 3.43769 1.11790
C 1.83572 2.85503 0.46001
N 1.53048 1.55927 0.59512
C -1.06443 -2.75826 0.81168
C -1.25304 -3.97969 0.17139
C -2.53080 -4.50695 0.10439
C -3.57728 -3.79029 0.65916
C -3.29832 -2.55774 1.22710
N -2.07309 -2.04506 1.30986
H 0.94812 -4.30323 1.53337
H 3.90181 -1.27981 1.94876
H 3.89566 0.68758 2.80424
H 4.48303 3.07996 2.52505
H 3.10959 4.48699 0.97402
H 1.19448 3.43355 -0.18884
H -0.41326 -4.51120 -0.25316
H -2.70366 -5.46195 -0.37349
H -4.59074 -4.16595 0.64364
H -4.10028 -1.96440 1.65398
C -3.01898 -0.30248 -4.38339
C -2.55515 -0.99453 -3.10777
C -3.50840 -2.11753 -2.71856
O -1.28009 -1.58020 -3.25085
C -2.55910 0.01045 -1.94622
O -3.28032 0.96625 -1.85158
O -1.64772 -0.26321 -0.97702
H -3.06992 -1.04460 -5.17906
H -2.31993 0.47732 -4.68731
H -4.00085 0.14672 -4.24644
H -3.53207 -2.84582 -3.52869
H -4.51512 -1.73422 -2.55108
H -3.15236 -2.61082 -1.81748
H -0.65972 -0.92211 -3.60739
C -2.44221 4.52232 -1.39776
N -1.53495 3.66029 -2.15235
C -1.38984 3.75459 -3.52241
C -0.69278 2.84849 -4.21911
C -0.12612 1.68606 -3.54439
O 0.35225 0.73146 -4.13920
N -0.17568 1.73182 -2.15770
C -0.91944 2.63545 -1.53396
O -1.01299 2.44357 -0.27717
H -2.74172 5.34778 -2.03713
H -1.93505 4.91193 -0.51844
H -3.32317 3.95722 -1.09490
H -1.88078 4.60111 -3.98119
H -0.59241 2.92085 -5.29087
C 3.04733 0.03306 -3.22965
S 2.74909 -0.59059 -1.58886
C 3.05448 -2.31984 -1.87047
O 1.21777 -0.49594 -1.41280
H 4.11214 -0.09969 -3.42161
H 2.79570 1.09066 -3.23726
H 2.43324 -0.50143 -3.94973
H 3.99313 -2.39016 -2.42091
H 2.22626 -2.71387 -2.45891
H 3.19991 -2.83065 -0.91449
C -0.99338 0.02899 3.46740
P -1.23325 1.08538 2.00957
C -3.02785 1.21428 1.79612
C -0.71574 2.71360 2.63538
C 0.39040 2.81325 3.47820
C 0.80946 4.04721 3.95371
C 0.12344 5.19863 3.59835
C -0.98908 5.10900 2.77244
C -1.40467 3.87638 2.29326
H 0.06629 -0.12667 3.66665
H -1.45390 -0.93552 3.27426
H -1.45225 0.50443 4.33464
H -3.49181 1.64203 2.68518
H -3.40912 0.21227 1.62071
H -3.25278 1.81822 0.91892
H 0.93313 1.92636 3.78022
H 1.66517 4.10569 4.61395
H 0.44229 6.16048 3.97752
H -1.54321 6.00196 2.51260
H -2.27868 3.81835 1.65965
*
```